A structure of composition C40H52N8O5PS2Sr at a distorted geometry. Source: the Open Molecules 2025 dataset; level of theory: ωB97M-V/def2-TZVPD.

E_tot: -96276.8704 eV
HOMO energy (alpha / beta): 1.281 / 1.328 eV
2S+1: 2
E_LUMO (alpha / beta): 3.78 / 3.78 eV
frontier orbital gap (alpha / beta): 2.50 / 2.45 eV
total charge: -2

The geometry in XYZ format:
```
109
Properties=species:S:1:pos:R:3:forces:R:3:lowdin_charge:R:1
Sr 1.2230 0.3144 0.1055 -0.930 0.419 1.415 1.15
C -2.2056 4.1091 0.0127 -0.718 0.583 0.165 -0.22
C -0.8813 3.4908 0.0404 0.224 0.131 -1.497 -0.44
N -0.8003 2.1924 0.6942 3.060 0.016 -1.133 -0.04
C -1.9301 1.6132 1.0892 -2.382 0.130 -0.298 -0.33
C -3.1624 2.3347 0.9992 1.649 -3.232 1.068 -0.20
N -3.2619 3.5607 0.5591 -1.345 2.159 -0.317 -0.02
C -1.9236 0.2357 1.6266 -1.131 1.290 -0.243 -0.23
C -3.1618 -0.4459 1.8099 0.440 -0.579 0.339 -0.02
C -3.1682 -1.5421 2.6748 -0.243 -0.517 0.098 -0.19
C -1.9821 -1.8998 3.3254 0.481 0.716 -0.826 -0.01
C -0.7512 -1.3164 2.8747 -1.117 -1.662 1.010 -0.26
N -0.7537 -0.3285 1.9715 0.556 0.873 -0.387 0.05
C 0.5054 -1.8507 3.3343 -0.336 -0.212 0.428 -0.25
C 0.7160 -2.8829 4.2921 0.443 -0.009 -0.147 -0.12
N 1.9166 -3.3348 4.6459 -2.370 -0.655 0.906 -0.01
C 2.9679 -2.7917 4.0410 1.774 0.577 -0.574 -0.24
C 2.7886 -1.8068 3.0919 0.285 0.033 0.380 -0.21
N 1.6122 -1.2912 2.7726 1.095 0.657 -1.302 0.03
C -4.4052 -2.3968 2.8888 2.092 1.537 0.052 -0.17
C -4.2367 -3.7328 3.2184 -2.007 -0.986 0.344 -0.01
C -5.4346 -4.4579 3.4800 1.651 0.547 -0.064 -0.17
N -6.6360 -3.9531 3.2945 -1.132 0.076 -0.047 0.01
C -6.7718 -2.6730 2.9224 1.400 0.225 -0.382 -0.16
C -5.6654 -1.8164 2.7920 -1.168 -1.724 -0.047 -0.01
H -2.4236 5.0564 -0.4958 0.381 -0.482 0.057 0.08
H -0.5038 3.5388 -0.9975 0.550 -0.878 -0.229 0.10
H -4.0618 1.8962 1.3578 -0.630 -0.416 0.330 0.05
H -4.0340 -0.1636 1.2406 0.008 0.076 0.103 0.09
H -1.9564 -2.6508 4.0873 -0.083 -0.305 0.183 0.07
H -0.1137 -3.3694 4.7952 -0.105 0.075 -0.067 0.08
H 3.9656 -3.1286 4.3798 -0.520 0.216 -0.459 0.07
H 3.6395 -1.3927 2.5764 0.322 0.139 -0.109 0.06
H -3.2689 -4.2268 3.2576 -0.177 0.302 0.024 0.11
H -5.3928 -5.4815 3.8641 0.017 0.168 -0.254 0.09
H -7.7559 -2.3481 2.6021 -0.149 0.038 0.443 0.09
H -5.7949 -0.7855 2.5455 0.063 0.469 -0.105 0.10
C 0.6317 0.5548 -3.5360 0.924 0.317 1.192 -0.04
O 1.5622 1.0234 -2.4810 -0.503 0.088 -1.317 -0.31
C 2.3392 2.1432 -2.9498 -0.641 -0.030 -0.241 -0.19
C 3.6845 2.1294 -2.2624 0.170 -0.091 0.465 -0.19
O 3.3799 2.0834 -0.8794 0.333 0.790 0.053 -0.23
C 4.4580 2.4417 -0.0109 -0.159 0.047 -0.020 -0.17
C 3.8364 2.9326 1.3083 -1.386 -0.335 -0.381 -0.17
O 2.8368 1.9444 1.6751 1.182 0.695 0.493 -0.31
C 2.0415 2.2117 2.8857 0.025 0.564 -1.233 -0.06
H 0.2779 1.4225 -4.0884 -0.163 0.011 -0.077 0.08
H 1.1521 -0.1449 -4.1866 0.174 0.025 -0.119 0.09
H -0.2031 0.0598 -3.0491 0.104 0.110 0.049 0.05
H 2.4836 2.0434 -4.0306 0.098 -0.015 -0.034 0.12
H 1.7595 3.0880 -2.7841 0.533 -0.621 0.156 0.14
H 4.2729 1.2281 -2.5543 -0.341 0.417 0.114 0.13
H 4.2936 3.0422 -2.4822 -0.533 -0.497 -0.066 0.13
H 5.0554 1.5243 0.0848 0.161 0.270 0.448 0.12
H 5.1072 3.2542 -0.4457 -0.640 -0.603 0.237 0.13
H 4.6031 3.0816 2.0815 -0.078 -0.341 -0.001 0.12
H 3.3342 3.9217 1.1581 0.242 -0.671 -0.060 0.12
H 1.1624 2.8041 2.5246 0.582 -0.329 0.670 0.08
H 1.7429 1.2115 3.1695 -0.299 -0.111 0.375 0.06
H 2.6266 2.7048 3.6955 -0.209 -0.248 -0.651 0.09
C 3.6399 -6.4118 1.0779 -0.140 -0.525 -0.711 -0.08
C 2.6594 -5.6433 0.2158 0.635 1.664 0.085 -0.25
O 3.2580 -4.3029 0.0651 -0.246 -0.032 -0.323 -0.38
P 2.6071 -3.0948 -0.8104 -0.988 0.179 0.074 -0.14
S 3.6498 -1.4421 -0.4546 0.677 -0.475 -0.402 0.19
S 0.6511 -2.8126 -0.4973 0.672 -0.419 -0.198 0.22
O 2.7540 -3.6368 -2.3646 0.528 -0.031 0.808 -0.38
C 4.0503 -3.9974 -2.8977 -1.529 0.025 -0.628 -0.30
C 3.7746 -5.0430 -3.9763 0.187 -0.498 0.224 -0.09
H 3.3443 -7.4522 1.1290 -0.383 -0.309 0.287 0.07
H 3.7654 -6.0090 2.0652 -0.259 0.316 0.434 0.07
H 4.6200 -6.4607 0.6288 0.392 0.324 -0.366 0.06
H 1.6925 -5.4982 0.7042 0.008 -0.195 -0.160 0.10
H 2.5466 -6.0374 -0.7969 -0.133 -0.303 0.176 0.11
H 4.6759 -4.4439 -2.1381 0.305 0.177 0.345 0.10
H 4.4860 -3.0910 -3.3312 0.208 -0.168 0.229 0.11
H 3.4182 -5.9919 -3.5200 0.129 0.601 -0.195 0.07
H 4.7303 -5.2641 -4.4636 -0.145 -0.050 -0.207 0.06
H 3.0281 -4.7309 -4.7224 0.336 0.104 0.317 0.08
C -0.7959 7.1230 0.8988 0.372 0.029 -0.485 -0.07
C 0.0338 6.0327 0.1458 -0.180 -0.708 0.228 -0.59
C -0.2504 6.0805 -1.3505 -0.916 0.710 -0.790 -0.10
C 1.5544 6.3524 0.2122 -0.088 1.240 1.105 -0.10
C -0.3838 4.6957 0.7417 0.613 0.120 1.094 -0.10
H -0.9431 8.0459 0.3381 -0.077 0.148 -0.440 0.06
H -0.2680 7.4478 1.7738 0.423 -0.019 0.794 0.05
H -1.7545 6.7274 1.2286 0.009 -0.045 -0.250 0.07
H -0.0439 7.1141 -1.7184 -0.019 -0.621 0.039 0.08
H -1.3071 5.8579 -1.5902 0.577 0.251 0.080 0.06
H 0.3382 5.3623 -1.9307 0.157 0.120 0.186 0.06
H 1.7616 7.3177 -0.2849 -0.091 0.051 0.097 0.06
H 2.1616 5.6463 -0.3013 0.246 -0.970 -0.524 0.04
H 1.9824 6.4410 1.2328 -0.508 -0.151 -0.276 0.07
H -0.3004 4.5705 1.8148 -0.144 0.227 0.181 0.08
N -3.9865 0.8350 -3.6083 -0.869 -0.317 -0.889 0.08
C -2.9146 1.3040 -2.8924 0.043 -1.318 0.660 -0.15
N -2.2529 0.3393 -2.2871 -0.099 0.176 -0.929 0.12
C -2.8437 -0.8674 -2.6988 -1.185 1.062 -0.656 -0.21
C -2.5102 -2.1900 -2.4041 -0.567 0.965 -0.146 -0.01
C -3.3640 -3.1668 -2.8954 -0.121 -0.012 0.058 -0.10
C -4.5210 -2.8710 -3.6377 -0.604 1.353 -0.230 -0.11
C -4.8945 -1.5355 -3.9719 1.265 -0.881 0.528 -0.04
C -3.9859 -0.5720 -3.5264 0.490 0.748 0.749 -0.19
H -4.6821 1.3966 -4.1290 0.952 -0.615 0.745 0.16
H -2.6861 2.3626 -2.8540 -0.020 -0.152 0.286 0.13
H -1.6595 -2.3499 -1.7642 0.141 -0.470 0.035 0.03
H -3.1559 -4.1930 -2.6303 -0.043 -0.144 -0.091 0.09
H -5.2190 -3.6541 -3.9110 0.220 -0.141 -0.026 0.08
H -5.7962 -1.2695 -4.5261 0.243 -0.252 0.169 0.09
```
Positions in Å, forces in eV/Å.